Entry 1:
# C4H12O3

A cluster of 2 separate species, C4H12O3 in total in a non-equilibrium geometry (ωB97M-V/def2-TZVPD, the OMol25 dataset).

Gap between HOMO and LUMO in Ha: 0.364
SMILES: OCCCCO.O
E_HOMO in eV: -9.428
Energy in eV: -10484.519
Relative energy (zero: lowest compared OMol25 entry of this formula, charge and spin) in kcal per mole: 14.31

```
! wB97M-V def2-TZVPD RIJCOSX def2/J DEFGRID3
* xyz 0 1
O 0.453 -0.821 2.204
C -0.185 0.256 1.510
C 0.808 0.881 0.491
C 0.193 1.763 -0.586
C -0.130 0.996 -1.836
O -0.964 -0.151 -1.546
H 0.481 -1.534 1.551
H -0.277 1.026 2.279
H -0.987 -0.181 0.915
H 1.441 0.100 0.043
H 1.572 1.451 1.054
H -0.709 2.225 -0.161
H 0.879 2.552 -0.904
H -0.723 1.627 -2.511
H 0.763 0.620 -2.340
H -1.487 -0.383 -2.329
O 0.014 -2.318 -0.040
H -0.369 -1.540 -0.485
H -0.704 -2.920 0.122
*
```

=====

Entry 2:
# C13H6N7O10

A cluster of 2 separate species, C13H6N7O10 in total in a non-equilibrium geometry (ωB97M-V/def2-TZVPD, the OMol25 dataset).

Gap between HOMO and LUMO in Ha: 0.180
E_HOMO in eV: -4.535
Energy in eV: -44467.685
Relative energy (zero: lowest compared OMol25 entry of this formula, charge and spin) in kcal per mole: 0.64

```
! wB97M-V def2-TZVPD RIJCOSX def2/J DEFGRID3
* xyz -1 1
C -2.008 -1.139 2.049
N -2.978 -0.241 1.707
O -4.192 -0.493 1.998
O -2.650 0.837 1.136
C -0.650 -0.967 1.665
C -0.042 0.317 1.505
C 1.294 0.427 1.147
C 2.072 -0.731 0.914
N 3.487 -0.585 0.953
O 4.224 -1.591 0.853
O 3.928 0.577 1.140
C 1.473 -2.015 0.988
C 0.151 -2.125 1.390
H -2.357 -2.098 2.419
H -0.673 1.194 1.608
H 1.778 1.396 1.084
H 2.074 -2.899 0.779
H -0.351 -3.095 1.468
O -7.890 2.385 6.931
N -6.982 1.607 6.700
C -6.057 1.372 5.690
C -5.244 0.311 6.112
N -5.683 -0.202 7.301
O -6.788 0.507 7.599
C -4.015 -0.006 5.396
N -3.130 -1.079 5.842
O -3.463 -1.823 6.780
O -2.027 -1.194 5.254
C -3.601 0.826 4.341
C -4.420 1.888 3.973
N -3.986 3.105 3.425
O -2.940 3.427 2.889
O -4.919 4.075 3.784
N -5.999 3.524 4.441
C -5.642 2.216 4.623
H -2.611 0.771 3.909
*
```